1.
This record from the OMol25 dataset describes 7 unconnected molecules or ions with the total composition C54H108BrN6O6. The level of theory is ωB97M-V/def2-TZVPD.

## Properties
- Orbital gap: 3.97 eV
- E_LUMO: -12.9 eV
- E: -148953.2074 eV

Structure (ORCA input):
```
! RIJCOSX wB97M-V def2-TZVPD def2/J DEFGRID3
* xyz 5 1
C -7.0032 0.4830 -2.2023
C -7.5093 -0.7798 -1.4766
C -6.4602 -1.3851 -0.5526
C -6.1479 -0.6069 0.7384
C -7.3860 -0.4398 1.5914
C -8.5911 0.2220 0.8268
N -8.5895 -0.2995 -0.5518
O -9.8155 -0.4269 -1.0843
C -8.4261 1.7354 0.7262
C -9.8468 -0.1781 1.4889
C -8.0905 -1.9200 -2.3062
H -6.4752 1.2411 -1.5976
H -7.8921 1.0045 -2.6336
H -6.2521 0.1438 -2.9376
H -5.6059 -1.6366 -1.2140
H -6.8789 -2.3404 -0.2143
H -5.6276 0.3376 0.5795
H -5.4196 -1.1949 1.3401
H -7.2247 0.2164 2.4458
H -7.7781 -1.3939 1.9174
H -8.3164 2.0594 1.7553
H -9.3090 2.1571 0.1939
H -7.5078 2.0979 0.2212
H -9.9106 -1.2497 1.6349
H -10.7421 0.1925 0.9529
H -9.8915 0.2083 2.5098
H -7.3285 -2.3942 -2.9159
H -8.8324 -1.5267 -3.0351
H -8.3411 -2.7081 -1.6681
C 0.5899 2.2229 2.4620
C -0.3979 1.1223 2.7647
C 0.0918 -0.2061 2.3806
C -0.2636 -1.4358 3.3032
C -0.0616 -1.1200 4.8030
C -0.8205 0.0767 5.3017
N -0.4874 1.1418 4.3284
O -0.4590 2.3405 4.8434
C -0.4765 0.5458 6.7504
C -2.2968 -0.1407 5.0756
C -1.8735 1.3726 2.2700
H 0.9877 2.1404 1.4457
H 1.4891 2.0673 3.0751
H 0.1708 3.2166 2.6503
H 1.1946 -0.0908 2.4289
H -0.0199 -0.3066 1.3241
H 0.3917 -2.3141 3.0779
H -1.2842 -1.8259 3.1616
H 1.0085 -0.9815 5.0232
H -0.2274 -1.9785 5.4921
H -1.2211 1.2738 7.0538
H 0.5488 0.9742 6.7972
H -0.3050 -0.3427 7.3602
H -2.5287 -0.6509 4.1619
H -2.8640 0.8125 5.0934
H -2.7263 -0.7022 5.9292
H -2.2354 2.2932 2.7581
H -2.5410 0.5300 2.5190
H -1.8339 1.5242 1.1971
C -1.7079 -0.7107 -2.6886
C -1.3959 -2.1949 -2.3324
C -2.1553 -3.1089 -3.2485
C -1.7371 -3.3085 -4.6835
C -0.2546 -3.8265 -4.6635
C 0.7629 -2.8952 -4.0362
N 0.1457 -2.3411 -2.7602
O 0.9270 -1.8405 -1.9640
C 0.9103 -1.6610 -4.9351
C 2.0543 -3.6133 -3.6670
C -1.3968 -2.5810 -0.8670
H -2.7912 -0.4649 -2.4781
H -1.6310 -0.4728 -3.7445
H -1.0982 -0.0363 -2.0169
H -3.2164 -2.8177 -3.1310
H -2.1582 -4.1056 -2.8420
H -1.9696 -2.4922 -5.3803
H -2.3336 -4.1303 -5.0294
H 0.0570 -4.1056 -5.6505
H -0.2441 -4.7505 -4.0753
H 1.5487 -0.9009 -4.4738
H -0.0383 -1.1924 -5.2796
H 1.2981 -2.1078 -5.8593
H 2.8965 -2.9489 -3.3250
H 2.3903 -4.1128 -4.5744
H 1.9379 -4.3031 -2.8058
H -2.4199 -2.6442 -0.4824
H -0.8816 -1.9125 -0.1809
H -0.8140 -3.5384 -0.7564
C 5.2796 -7.0131 -0.4497
C 4.6594 -6.1753 0.6784
C 5.6915 -5.9145 1.7799
C 5.3481 -4.8047 2.6623
C 5.3159 -3.4382 1.9501
C 4.2604 -3.4295 0.8885
N 4.3241 -4.7965 0.2353
O 3.7588 -4.7972 -1.0007
C 4.3978 -2.3945 -0.2372
C 2.8527 -3.4391 1.5846
C 3.3276 -6.7382 1.2470
H 4.6884 -7.0010 -1.3750
H 5.5301 -8.0378 -0.2226
H 6.2378 -6.5697 -0.6183
H 6.5920 -5.6883 1.1639
H 5.8814 -6.8437 2.3532
H 6.1223 -4.7530 3.4318
H 4.4502 -5.0635 3.2430
H 6.2877 -3.1356 1.5214
H 5.1876 -2.5945 2.6214
H 3.5288 -2.3383 -0.9017
H 5.2572 -2.5800 -0.8826
H 4.6123 -1.4640 0.2661
H 2.1400 -3.4680 0.7605
H 2.7738 -2.5029 2.1386
H 2.6074 -4.2288 2.2857
H 2.5227 -6.5316 0.4900
H 3.0300 -6.2581 2.1826
H 3.4125 -7.8095 1.3200
C -2.1231 6.2173 -0.7173
C -1.4466 4.9513 -1.2414
C -2.4252 3.7921 -1.3959
C -3.4392 3.6729 -2.5543
C -2.7847 3.8272 -3.8895
C -1.9799 5.1162 -4.0321
N -1.1831 5.2906 -2.7416
O -0.0511 5.8806 -2.9247
C -2.9563 6.2845 -3.9522
C -0.9873 5.1137 -5.2018
C -0.1708 4.5391 -0.5774
H -1.5352 7.1326 -1.0454
H -2.1955 6.1551 0.3817
H -3.1736 6.3838 -0.9975
H -2.9303 3.6698 -0.4166
H -1.7589 2.9215 -1.3669
H -4.3580 4.2376 -2.4836
H -3.8070 2.6566 -2.5264
H -3.4520 3.7699 -4.7823
H -2.0808 3.0337 -4.1712
H -2.5254 7.3055 -3.8568
H -3.7151 6.0780 -3.2313
H -3.4387 6.3871 -4.9216
H -0.6471 6.1247 -5.4199
H -1.4133 4.5915 -6.0716
H -0.0972 4.5400 -5.0045
H 0.3395 3.6904 -1.0517
H -0.4516 4.1680 0.4148
H 0.4483 5.4712 -0.4370
C 4.1823 2.9697 1.5661
C 5.2371 3.1346 0.5554
C 6.2968 4.1035 1.1238
C 7.1530 3.6069 2.2547
C 7.9640 2.4424 1.8083
C 7.1830 1.2620 1.2251
N 5.9726 1.8268 0.4746
O 5.3768 0.9335 -0.3170
C 6.4825 0.5484 2.4463
C 7.8643 0.3441 0.3183
C 4.8483 3.5685 -0.8640
H 4.4481 2.5071 2.4948
H 3.3529 2.3360 1.2553
H 3.7260 3.9487 1.7976
H 5.6973 4.9998 1.2687
H 6.9441 4.3734 0.2620
H 6.6153 3.4894 3.1996
H 7.8869 4.4213 2.3594
H 8.6981 1.9217 2.4403
H 8.6380 2.8017 0.9753
H 5.7812 1.1733 2.9810
H 7.2327 0.3145 3.2338
H 6.0626 -0.3980 2.0945
H 8.7680 -0.0744 0.7184
H 8.1530 0.8850 -0.6071
H 7.2502 -0.5051 0.0662
H 5.7071 3.6107 -1.5545
H 4.5980 4.6418 -0.7553
H 4.1257 2.9289 -1.3660
Br 2.9813 0.6320 4.2109
*
```

---

2.
This record from the OMol25 dataset describes 12 unconnected molecules or ions with the total composition C54H113Br4O30P5. The level of theory is ωB97M-V/def2-TZVPD.

## Properties
- Orbital gap: 9.59 eV
- Structure (SMILES): CCOP(=O)(OCC)OCC.CCOP(=O)(OCC)OCC.CCOP(=O)(OCC)OCC.CCOP(=O)(OCC)OCC.CCOP(=O)(OCC)OCC.O=C1CCCO1.O=C1CCCO1.O=C1CCCO1.O=C1CCCO1.O=C1CCCO1.BrCCBr.BrCCBr
- E_LUMO: 0.2 eV
- E: -445882.6284 eV
- Energy relative to the best compared isomer or geometry (same formula, charge and spin): 0.5 kcal/mol

Structure (ORCA input):
```
! RIJCOSX wB97M-V def2-TZVPD def2/J DEFGRID3
* xyz 0 1
O 4.2244 3.0955 -2.9876
C 4.3737 2.3216 -3.8821
O 3.5720 1.1766 -4.0024
C 3.7858 0.5287 -5.2449
C 5.0607 1.1844 -5.8478
C 5.1724 2.4965 -5.1596
H 2.8556 0.5004 -5.7928
H 3.9732 -0.4760 -5.0036
H 4.8972 1.2429 -6.9339
H 5.9175 0.5127 -5.7152
H 4.8647 3.3278 -5.8134
H 6.2046 2.8313 -4.9468
O -4.3257 3.9487 1.4187
C -3.1926 3.9466 1.7505
O -2.4918 5.0058 2.2186
C -1.1552 4.7275 2.4889
C -1.0546 3.2354 2.4221
C -2.1293 2.8653 1.4629
H -0.9428 5.1624 3.4626
H -0.5611 5.1272 1.6530
H -1.3261 2.7971 3.4106
H 0.0021 2.9813 2.1656
H -2.5476 1.8648 1.5904
H -1.8676 3.0748 0.4022
O 1.7316 3.4182 4.9476
C 1.7924 3.6459 6.1097
O 1.3341 2.8556 7.0889
C 1.9049 3.2497 8.3874
C 2.1379 4.7306 8.3087
C 2.4431 4.8265 6.8252
H 2.8769 2.7023 8.4253
H 1.2482 2.8679 9.2145
H 2.8779 5.1071 9.0282
H 1.1933 5.2184 8.4644
H 3.5093 4.9236 6.5896
H 2.0359 5.6577 6.2987
O -6.3355 3.2290 4.2124
C -6.0197 2.2424 3.6188
O -5.0826 1.4316 4.0840
C -4.9145 0.2621 3.2405
C -5.5944 0.6364 1.9369
C -6.4706 1.8491 2.2505
H -5.3464 -0.6076 3.7793
H -3.9081 0.1114 3.1074
H -6.2947 -0.1794 1.6862
H -4.8578 0.7627 1.1696
H -7.4397 1.4635 2.2039
H -6.3703 2.6630 1.5649
O -3.2482 0.2077 -3.8298
C -3.4548 1.0643 -4.6653
O -4.7185 1.5505 -4.8381
C -4.7316 2.4274 -5.9873
C -3.4708 2.0777 -6.6944
C -2.5152 1.8054 -5.5037
H -4.6467 3.4736 -5.6385
H -5.6258 2.1851 -6.5903
H -3.0877 2.8372 -7.3935
H -3.5027 1.0803 -7.1732
H -2.1053 2.6641 -5.0567
H -1.6589 1.1928 -5.8161
Br 2.7248 5.9982 2.0124
C 4.1443 4.7877 1.6298
C 4.4782 3.9192 2.7930
Br 5.6763 2.4565 2.2856
H 4.8936 5.5006 1.3956
H 3.9126 4.2300 0.6817
H 3.6679 3.4957 3.2958
H 5.0663 4.3884 3.5346
Br -0.4458 -4.4323 4.7272
C 0.9438 -3.0582 5.0286
C 0.2826 -1.7536 5.4364
Br 1.5683 -0.4902 6.1375
H 1.5784 -3.1029 4.1873
H 1.4884 -3.4687 5.9079
H -0.3722 -1.9435 6.2576
H -0.1836 -1.1956 4.6432
C 7.1589 -2.2730 -3.1404
C 7.1434 -3.6572 -3.7958
O 6.4868 -4.5163 -2.8745
P 4.9718 -5.0400 -3.1061
O 4.5964 -5.8893 -4.1939
O 4.7422 -5.6385 -1.6410
C 5.3011 -5.3756 -0.3349
C 6.2282 -6.4480 0.1220
O 4.1874 -3.6479 -2.9923
C 2.7737 -3.7159 -2.8571
C 2.2611 -2.3524 -3.1948
H 6.1715 -1.8301 -2.9118
H 7.7735 -2.2604 -2.2044
H 7.7110 -1.5576 -3.7652
H 6.7103 -3.5882 -4.7604
H 8.1961 -4.0170 -4.1009
H 5.8115 -4.4032 -0.4113
H 4.4971 -5.1538 0.3597
H 7.0223 -6.3705 -0.5478
H 6.5304 -6.4540 1.1405
H 5.7774 -7.4551 0.0434
H 2.3595 -4.4996 -3.4294
H 2.6856 -3.8497 -1.8462
H 2.5141 -1.6364 -2.4226
H 2.8003 -2.0628 -4.1377
H 1.1839 -2.4246 -3.3986
C 5.1598 -2.1185 5.3977
C 4.8629 -1.5324 3.9669
O 3.8448 -2.3067 3.3215
P 4.2697 -3.3032 2.1982
O 4.7300 -4.5802 2.6808
O 2.8363 -3.3210 1.4548
C 1.8188 -4.1797 1.9465
C 1.4718 -5.3116 1.0102
O 5.1646 -2.4841 1.1874
C 4.8187 -1.1393 0.6150
C 6.1062 -0.5148 0.2114
H 4.2352 -2.1496 5.9679
H 5.6993 -3.0886 5.3459
H 5.8312 -1.4256 5.9382
H 4.5207 -0.4485 4.0221
H 5.7738 -1.5134 3.2880
H 2.1311 -4.5034 2.9121
H 0.9863 -3.4895 2.0448
H 0.6993 -5.9273 1.5344
H 0.9441 -4.9138 0.1797
H 2.2521 -6.0611 0.7304
H 4.1000 -1.2957 -0.2133
H 4.2907 -0.5957 1.4277
H 6.5695 -1.0976 -0.5646
H 5.7692 0.4558 -0.1179
H 6.6924 -0.4346 1.1666
C 0.3327 0.6819 -2.3100
C -0.3954 -0.5194 -1.6448
O -1.0336 -0.0561 -0.4302
P -0.8256 -1.0326 0.8304
O -1.5651 -0.7315 2.0681
O -0.9231 -2.4937 0.2392
C -2.1969 -3.0866 0.0713
C -2.7039 -3.8821 1.2556
O 0.7000 -0.9578 1.0512
C 1.3375 0.0975 1.8591
C 1.8910 1.1176 0.8005
H -0.3382 1.4651 -2.1970
H 1.2707 0.8580 -1.7657
H 0.5893 0.3932 -3.3572
H -1.1143 -0.9400 -2.3453
H 0.4190 -1.2528 -1.3874
H -2.9018 -2.3062 -0.1592
H -2.1185 -3.6579 -0.8604
H -3.6788 -4.2757 0.8844
H -2.0177 -4.6669 1.4807
H -2.8587 -3.2580 2.1539
H 0.6084 0.5271 2.4768
H 2.0344 -0.4565 2.4998
H 1.0763 1.8038 0.5023
H 2.6462 1.7826 1.2327
H 2.2655 0.6280 -0.0663
C -8.9213 -2.6756 0.8380
C -7.9157 -3.8665 0.6454
O -6.8295 -3.4114 -0.2103
P -6.2713 -4.3872 -1.4143
O -7.2208 -4.8201 -2.4963
O -5.0707 -3.4577 -1.9458
C -5.2638 -2.3138 -2.8235
C -5.2240 -1.0474 -1.9977
O -5.6334 -5.5982 -0.6798
C -5.2793 -6.7844 -1.3907
C -4.0476 -6.4708 -2.2502
H -8.4847 -1.8004 1.3517
H -9.2695 -2.3987 -0.2295
H -9.8025 -3.0398 1.3952
H -7.4525 -4.1800 1.5822
H -8.5238 -4.6386 0.1616
H -4.4285 -2.2702 -3.4968
H -6.2791 -2.4573 -3.3643
H -6.1298 -0.9832 -1.3942
H -4.3169 -0.9156 -1.3552
H -5.2471 -0.2065 -2.7225
H -5.1610 -7.5239 -0.5810
H -6.0735 -7.0907 -2.0473
H -4.3043 -5.7114 -2.9610
H -3.2152 -6.1579 -1.6523
H -3.7722 -7.3182 -2.8805
C -3.5864 7.3817 -0.3606
C -2.1536 6.9460 -0.7629
O -1.9686 6.6313 -2.1316
P -1.9420 5.1344 -2.6419
O -1.6878 4.9476 -4.0451
O -0.8753 4.4205 -1.6963
C 0.5367 4.4171 -2.1145
C 1.1805 5.6493 -1.5671
O -3.2631 4.5241 -1.9958
C -3.7698 3.2392 -2.4404
C -5.2940 3.4143 -2.1946
H -3.6844 8.2418 -1.0664
H -4.3507 6.6562 -0.6678
H -3.6043 7.5546 0.7233
H -1.6083 7.8763 -0.6337
H -1.7912 6.2215 -0.0076
H 0.9793 3.4855 -1.6846
H 0.5687 4.3074 -3.1951
H 0.7092 5.9528 -0.6077
H 2.2677 5.5870 -1.5081
H 1.0464 6.4878 -2.2608
H -3.4675 3.1082 -3.5394
H -3.3343 2.3942 -1.9413
H -5.7684 4.1149 -2.8731
H -5.6969 2.3622 -2.3239
H -5.3961 3.6406 -1.1032
*
```